[1]
21
Properties=species:S:1:pos:R:3:forces:R:3 method="wB97M-V/def2-TZVPD" orbital_gap_ev=9.5 e_homo_ev=-9.462 multiplicity=1 lumo_ev=0.06 energy_ha=-312.07861
O -2.4686 1.8123 2.5675 -0.2679 0.1410 0.0702
C -2.2373 1.1083 1.3625 0.1292 -0.2390 -0.3838
C -0.8208 0.5611 1.3846 0.0156 0.0100 0.0030
C 1.2901 -1.5697 -1.1293 0.3304 -0.1496 -0.0401
C 0.9443 -0.7212 0.0626 0.0562 -0.0030 0.0451
C 2.4242 -1.4729 -1.8237 -0.2156 -0.0904 0.1694
C -0.5031 -0.2313 0.1156 -0.0581 -0.0130 -0.0765
H 0.5919 -2.3742 -1.3665 0.0969 0.0709 0.0564
H -3.3661 2.1640 2.5378 0.1648 -0.0198 0.0938
H -0.1232 1.4013 1.4976 -0.0820 -0.1134 -0.0471
H 1.1341 -1.3461 0.9474 -0.0383 0.1503 -0.0047
H -2.9513 0.2760 1.2446 0.0984 0.1334 0.0593
H 1.2104 0.6577 -2.7145 3.7940 2.6932 0.2660
H -0.7004 -0.0694 2.2759 -0.0065 0.0579 -0.1576
H 3.1218 -0.6552 -1.6540 -0.0781 -0.2492 0.0884
H 2.7044 -2.2045 -2.5766 -0.1723 0.1706 -0.0167
H -0.7062 0.3926 -0.7667 0.0247 -0.0739 0.1100
H 1.6355 0.1293 0.1279 -0.0888 -0.1121 -0.0371
H -1.1812 -1.0947 0.0483 0.0996 0.1197 -0.0161
H 2.3580 1.4683 -2.6279 -3.8053 -2.4159 -0.3452
H -2.3564 1.7681 0.4870 0.0030 -0.0677 0.1633



[2]
21
Properties=species:S:1:pos:R:3:forces:R:3 method="wB97M-V/def2-TZVPD" orbital_gap_ev="7.3 / 6.6" e_homo_ev="-7.454 / -7.120" multiplicity=1 lumo_ev="-0.14 / -0.50" energy_ha=-312.08084
O 1.3488 -1.2267 1.7111 -0.0937 0.1321 0.3312
C -1.1020 -0.4009 -0.5312 0.1325 -0.0675 -0.0578
C -1.0762 -0.3773 0.9902 -0.3681 0.0316 -0.1216
C 0.0675 0.5190 -0.8413 0.0581 -0.0030 0.0584
C -2.4149 -0.0581 -1.2331 -0.0663 0.0302 0.0336
C 2.4012 0.7804 0.2266 -0.0031 -0.0311 0.0291
C 1.2502 -0.0863 -0.1517 0.0230 0.2138 -0.3560
H -0.8101 -1.4100 -0.8626 -0.0331 0.1072 0.0030
H 2.1354 1.4481 1.0531 0.0001 -0.0712 -0.1453
H 2.6394 1.4267 -0.6305 -0.0318 -0.0673 0.0653
H -2.7269 0.9721 -1.0233 0.0484 -0.1171 0.0021
H -0.1332 1.5317 -0.4653 0.0179 -0.1446 -0.0545
H -3.2065 -0.7270 -0.8770 0.0941 0.1255 -0.0500
H -2.3401 -0.1816 -2.3221 -0.0069 0.0556 0.1752
H 1.7158 -0.6830 2.4256 -0.1076 -0.1568 -0.0318
H 1.4793 -1.0929 -0.4830 -0.0350 0.0964 0.0878
H 3.2790 0.1951 0.5043 -0.1246 0.1025 -0.0248
H -1.2807 0.6402 1.3626 0.1786 -0.1722 -0.0310
H 0.3321 0.6126 -1.9117 -0.0336 -0.0619 0.1142
H -1.8062 -1.0606 1.4462 0.1763 0.0290 -0.0100
H 0.3184 -0.9020 1.5596 0.1746 -0.0313 -0.0173



[3]
21
Properties=species:S:1:pos:R:3:forces:R:3 method="wB97M-V/def2-TZVPD" orbital_gap_ev=11.0 e_homo_ev=-9.803 multiplicity=1 lumo_ev=1.15 energy_ha=-312.22435
O -2.4649 0.9728 -0.3001 0.0575 0.0433 0.0359
C -1.5941 -0.0341 0.1612 0.2043 -0.1909 0.0824
C 2.2835 -0.1779 0.1045 -0.0117 0.0489 -0.0129
C -0.1997 0.5397 0.3942 -0.0050 0.0028 -0.0405
C 0.8519 -0.5766 0.4875 -0.0325 -0.0673 -0.0227
C -3.7066 0.4428 -0.6854 -0.2803 -0.0485 -0.0873
C 3.1099 -1.3964 -0.3108 0.0428 -0.0390 0.0017
H -3.5893 -0.3468 -1.4467 0.0075 0.1538 0.1170
H -1.9999 -0.4964 1.0794 0.0865 0.0712 -0.1245
H 4.1509 -1.1288 -0.5223 -0.1630 -0.0415 0.0289
H 0.8528 -1.0222 1.4923 -0.0204 0.0522 -0.1669
H 3.1119 -2.1646 0.4706 0.0151 0.1171 -0.0486
H 2.6876 -1.8560 -1.2140 0.0865 0.0975 0.1554
H 0.0289 1.1934 -0.4570 -0.0253 -0.1190 0.0705
H -0.1964 1.1758 1.2879 0.0152 -0.0965 -0.1371
H -4.2975 1.2579 -1.1107 0.0730 -0.1222 0.0850
H 2.7808 0.3499 0.9294 -0.1360 -0.0764 -0.1033
H -4.2518 0.0115 0.1696 0.0978 0.0787 -0.0999
H 2.2519 0.5272 -0.7360 -0.0312 -0.0665 0.1061
H 0.5473 -1.3819 -0.1963 0.0350 0.0876 0.0700
H -1.5295 -0.8333 -0.5986 -0.0159 0.1148 0.0908



[4]
21
Properties=species:S:1:pos:R:3:forces:R:3 method="wB97M-V/def2-TZVPD" orbital_gap_ev=10.9 e_homo_ev=-9.818 multiplicity=1 lumo_ev=1.11 energy_ha=-312.22234
O 2.3930 0.4966 0.5943 -0.0220 -0.0016 0.0765
C 1.3467 -0.0792 -0.1492 -0.2513 -0.1050 -0.0912
C -0.9582 -1.1373 0.1012 0.0242 -0.1418 -0.1260
C -2.3615 -0.6096 0.4363 0.0478 0.0299 0.0296
C 3.4086 1.0287 -0.2128 0.2416 0.1163 -0.1452
C -2.7104 0.5626 -0.4819 -0.0391 0.1397 -0.0132
C 0.2251 -0.4559 0.8104 0.0152 0.1195 0.0141
H 0.6515 -1.1099 1.5795 -0.1186 0.1016 -0.0635
H -3.6863 1.0006 -0.2497 0.1494 -0.0129 0.0122
H -1.9511 1.3546 -0.4295 -0.1589 -0.1036 0.0931
H 3.8482 0.2667 -0.8764 -0.0716 0.0805 0.1181
H 4.1857 1.4098 0.4544 -0.0895 -0.0464 -0.1309
H -3.1051 -1.4036 0.2914 0.1526 0.0913 0.0093
H -0.9067 -2.2154 0.2634 -0.0026 0.0088 0.0540
H -2.7383 0.2275 -1.5271 -0.0203 0.0171 0.1968
H 0.9787 0.6349 -0.9090 0.0182 -0.0824 0.1459
H -2.4279 -0.3224 1.4956 0.0536 0.0065 -0.2141
H -0.8440 -0.9957 -0.9773 0.1059 -0.1227 -0.0937
H -0.0948 0.4584 1.3233 -0.0220 -0.0663 -0.0720
H 1.7083 -0.9680 -0.6976 -0.0383 0.1062 0.0973
H 3.0385 1.8566 -0.8395 0.0258 -0.1346 0.1027



[5]
21
Properties=species:S:1:pos:R:3:forces:R:3 method="wB97M-V/def2-TZVPD" orbital_gap_ev=10.5 e_homo_ev=-9.392 multiplicity=1 lumo_ev=1.11 energy_ha=-312.17775
O 1.5209 -0.5592 0.3451 -0.0620 1.3606 -0.0006
C 0.9363 0.8303 0.0108 0.8625 -0.4048 0.2853
C 2.4841 -1.1051 -0.5665 -0.0058 0.4470 -0.0639
C -1.9010 -0.4284 0.2860 -0.0728 -0.1426 0.0439
C -1.6658 1.0546 0.5677 0.2496 -0.1285 -0.1202
C -0.8930 -0.9949 -0.7142 -0.1413 -0.4958 -0.0914
C -0.1990 1.3194 0.9659 0.3656 -0.2654 0.0470
H 1.8211 1.4211 0.1644 0.2301 0.6969 0.0284
H -2.9293 -0.5807 -0.0640 0.1045 0.0140 0.0699
H -0.0783 2.4097 1.0882 0.1950 -0.3656 -0.1086
H -1.9467 1.6584 -0.3099 0.2320 -0.1635 0.0571
H 3.4098 -0.5238 -0.5228 -0.0122 0.0841 -0.1581
H 2.1217 -1.1353 -1.6058 -0.0855 0.1934 0.2095
H 0.5856 0.9863 -1.0330 0.5513 -0.7450 0.4869
H 2.7585 -2.1481 -0.3108 -0.5447 0.6110 0.3553
H -1.0559 -2.0500 -0.9048 -0.6018 -0.2544 -0.2397
H -0.0101 0.8828 1.9502 0.0144 -0.0106 0.0276
H -0.9547 -0.4483 -1.6699 0.1228 -0.2652 0.2219
H 0.1361 -1.0139 -0.2855 -1.7045 -0.0542 -0.7703
H -2.3364 1.3992 1.3755 0.3535 -0.1118 -0.2011
H -1.8039 -0.9741 1.2332 -0.0509 0.0005 -0.0789



[6]
21
Properties=species:S:1:pos:R:3:forces:R:3 method="wB97M-V/def2-TZVPD" orbital_gap_ev=10.9 e_homo_ev=-9.890 multiplicity=1 lumo_ev=1.04 energy_ha=-312.22167
O 2.6879 1.5014 1.2212 -0.0379 -0.0936 0.2687
C 0.3085 -0.4270 -0.9215 -0.0472 0.0224 -0.0796
C -3.1111 0.3113 0.8306 -0.0219 0.0083 0.0581
C -2.0810 0.1564 -0.2867 0.0044 0.0003 -0.0576
C 2.8238 -0.4233 -1.0073 -0.1760 0.0028 0.1801
C 1.6792 -0.9020 -0.5174 0.1396 0.1154 -0.0046
C -0.6913 -0.2297 0.2280 0.0068 -0.0394 0.0353
H 3.7911 -0.7776 -0.6605 -0.1753 -0.0534 -0.0847
H -2.0111 1.0941 -0.8554 0.0161 -0.1284 0.0923
H -2.8061 1.0870 1.5428 -0.0359 -0.1096 -0.1028
H 1.7178 -1.6736 0.2550 -0.0210 -0.0139 -0.2256
H 3.1902 0.8972 1.7828 -0.0424 0.2137 -0.0337
H 0.4040 0.5090 -1.4892 -0.0171 -0.1664 0.0349
H -4.0949 0.5884 0.4363 0.1661 -0.0355 0.0440
H 2.2236 0.8945 0.6262 0.1789 0.2061 0.0758
H -3.2307 -0.6241 1.3903 0.0376 0.1260 -0.0816
H 2.8447 0.4162 -1.7009 -0.0740 -0.2362 -0.0254
H -0.7730 -1.1604 0.8085 0.0419 0.1103 -0.0881
H -0.3365 0.5401 0.9305 0.0097 -0.1318 -0.1769
H -0.1103 -1.1722 -1.6127 -0.0166 0.1056 0.0591
H -2.4248 -0.6057 -1.0006 0.0641 0.0973 0.1122